Record 1
246
Properties=species:S:1:pos:R:3:mulliken_charge:R:1 method="wB97M-V/def2-TZVPD" homo_lumo_gap_ev="3.2 / 6.2" e_tot_ha=-5045.834686 spin_multiplicity=2 s_squared=0.753
H 9.69 13.19 -7.58 0.40
H 13.97 15.49 -4.27 0.25
N 12.77 18.66 -12.42 -0.26
H 18.20 15.39 -3.18 0.83
C 12.60 18.69 -7.49 -1.18
H 20.53 20.10 -10.73 0.15
H 18.78 14.84 -11.76 0.29
H 12.65 24.92 -6.85 0.36
C 25.49 11.22 -6.50 -0.47
H 18.49 10.54 -13.65 0.48
H 19.92 9.93 -11.38 0.33
H 21.45 9.87 -8.71 0.13
B 17.90 16.67 -8.54 0.25
H 18.90 19.53 -12.21 -0.03
H 15.97 13.94 -14.99 0.50
N 25.11 11.98 -7.65 -0.17
O 20.39 9.26 -4.38 -0.25
C 22.29 10.46 -8.31 -0.85
N 16.37 16.08 -3.74 -0.45
O 22.01 18.78 -10.08 -0.36
H 13.45 18.24 -14.36 0.74
C 13.44 24.22 -4.97 -0.68
H 15.80 25.08 -4.25 0.31
C 19.30 10.83 -11.30 -0.80
H 27.50 12.00 -7.08 0.30
H 29.03 9.35 -5.98 0.30
H 14.45 12.08 -10.32 0.31
N 20.83 15.46 -11.54 -0.07
O 10.21 19.55 -11.80 -0.29
H 22.14 8.89 -5.34 0.13
H 9.58 17.56 -11.53 0.58
H 24.79 11.35 -8.36 0.33
O 10.09 11.82 -6.00 -0.31
C 16.72 13.47 -14.34 -0.32
H 11.88 17.19 -4.97 -0.07
H 23.10 10.40 -9.03 0.44
C 19.11 19.04 -13.16 -0.48
H 16.42 22.67 -9.79 0.13
C 16.35 18.36 -8.76 -0.56
H 19.67 19.76 -13.75 0.41
H 16.03 15.21 -3.36 0.42
C 16.00 17.14 -9.68 -0.08
H 18.07 15.45 -4.84 0.02
H 15.21 24.61 -8.07 0.08
C 15.82 21.51 -13.69 -0.61
N 12.43 22.86 -6.65 0.10
H 16.72 12.16 -12.71 -0.14
H 15.95 10.28 -4.41 0.45
H 18.24 17.94 -4.93 -0.44
H 14.22 17.35 -13.13 -0.45
H 17.60 23.77 -7.32 0.26
H 19.46 13.29 -14.54 0.13
H 17.66 20.01 -6.54 -0.05
H 10.64 13.91 -4.79 0.39
H 17.33 14.31 -14.00 -0.04
C 17.78 16.02 -3.96 -0.59
C 19.03 15.02 -7.32 -0.11
N 15.20 23.69 -8.48 -0.27
C 23.05 18.44 -9.09 -0.99
C 12.44 17.67 -4.17 -0.11
H 19.63 17.16 -4.09 0.69
O 17.51 18.02 -8.16 -0.12
C 16.12 12.29 -5.15 0.47
H 12.12 18.69 -4.41 -0.19
H 15.53 22.54 -13.90 0.32
H 11.98 22.71 -7.55 0.20
H 13.45 12.45 -4.92 0.41
O 15.34 13.77 -12.43 0.25
C 13.83 18.34 -13.34 -0.07
H 13.52 15.33 -9.20 -0.38
H 25.54 15.15 -12.70 0.32
H 14.19 14.68 -7.70 -0.05
C 21.11 19.87 -9.84 -0.76
H 18.33 10.46 -10.97 0.35
O 19.40 11.81 -12.32 0.11
H 13.51 13.18 -3.32 0.33
C 24.88 14.37 -12.31 -1.07
H 12.05 21.58 -4.78 0.30
H 18.20 20.41 -2.69 0.30
C 22.28 14.83 -4.64 0.13
C 11.68 21.90 -5.76 -0.73
H 24.89 10.33 -6.34 0.17
N 17.82 10.57 -5.42 -0.17
H 19.53 11.26 -10.33 0.11
H 10.26 15.21 -6.05 0.37
H 17.71 8.95 -4.04 0.41
C 22.65 12.48 -7.04 1.04
O 22.06 11.79 -8.09 0.01
H 25.56 17.96 -8.34 0.52
H 22.91 14.23 -10.32 -0.84
H 21.93 15.73 -4.13 0.28
O 13.29 13.26 -9.09 -0.62
H 23.71 19.27 -8.86 0.51
C 18.94 16.85 -12.19 -0.14
C 9.57 10.71 -6.71 -0.71
C 24.98 17.04 -8.46 -1.86
H 21.66 7.61 -4.14 0.35
H 8.99 21.01 -11.14 0.26
O 15.37 13.02 -4.14 -0.11
H 17.53 25.48 -9.30 0.38
C 15.01 19.38 -13.22 -0.24
H 29.57 11.09 -6.00 0.31
N 11.97 14.19 -6.36 0.40
C 18.12 20.92 -6.94 -0.48
H 23.97 13.82 -8.08 -0.55
O 17.08 16.25 -9.72 -0.48
H 18.69 20.65 -7.83 0.28
H 25.46 14.12 -11.42 0.37
H 19.16 19.75 -4.01 0.05
O 17.83 15.57 -7.45 0.03
H 13.09 18.34 -11.52 -0.03
H 18.12 18.90 -13.61 0.18
H 17.42 12.61 -16.17 0.28
O 19.79 17.81 -12.89 -0.43
H 10.89 19.99 -6.11 0.44
H 18.68 11.02 -5.15 0.10
H 20.52 19.67 -8.94 0.21
C 23.90 17.14 -9.48 2.18
H 25.24 16.62 -10.83 0.28
H 15.97 25.35 -10.03 0.42
H 12.00 17.38 -3.21 0.40
H 22.48 11.81 -6.20 0.48
H 20.77 13.78 -5.24 0.27
H 9.64 9.76 -6.17 0.23
C 16.86 24.77 -9.79 -1.63
H 13.55 18.16 -7.44 -0.29
H 22.21 9.19 -3.61 0.24
H 14.78 15.27 -13.68 0.39
N 17.51 12.55 -15.17 -0.34
C 11.56 20.63 -6.68 -0.87
H 11.27 17.82 -13.55 0.61
O 14.71 20.76 -13.48 -0.40
C 16.51 23.51 -9.10 0.56
H 15.23 13.65 -10.01 0.09
H 27.25 10.36 -7.49 0.33
H 16.71 23.67 -4.79 0.26
H 8.45 19.40 -11.13 0.39
H 23.22 14.42 -4.25 0.29
H 15.92 15.45 -5.74 -0.04
H 10.79 17.82 -10.48 0.02
C 19.97 15.74 -8.34 0.19
H 12.12 13.20 -6.42 0.15
Sr 14.69 21.47 -7.18 1.24
H 22.47 18.12 -8.22 0.24
C 9.66 13.10 -6.50 -0.66
H 9.71 19.87 -9.83 0.14
O 14.95 17.11 -10.33 -0.02
H 14.13 11.55 -3.75 0.47
H 13.83 15.33 -12.42 0.02
H 11.79 18.04 -7.15 0.36
H 14.57 23.77 -9.26 0.24
H 17.04 11.48 -3.54 0.23
H 20.18 10.64 -13.97 0.56
C 28.91 10.35 -5.56 -0.79
H 8.65 13.26 -6.10 0.46
O 21.17 14.04 -4.41 -0.55
H 25.17 18.12 -10.40 0.38
H 15.08 12.42 -8.76 0.20
H 23.16 12.87 -11.25 0.66
H 29.15 10.35 -4.49 0.26
C 11.62 17.77 -12.52 -0.54
O 14.73 23.70 -5.40 0.24
H 10.04 10.64 -7.69 0.27
O 19.36 14.17 -6.55 -0.41
H 24.98 13.56 -13.03 0.41
C 21.23 14.04 -11.61 -0.23
C 14.08 12.60 -4.04 -1.14
C 18.01 9.13 -5.07 -0.69
C 13.41 14.55 -8.44 1.28
H 11.49 24.57 -5.70 0.39
C 18.91 12.38 -14.78 -0.57
H 13.84 16.11 -5.86 -0.48
H 17.34 8.52 -5.68 0.38
C 27.02 11.09 -6.72 -0.47
H 10.73 22.35 -5.47 0.48
C 18.84 19.59 -2.98 -0.60
H 11.17 20.86 -7.67 0.28
C 14.26 14.55 -13.04 -0.95
H 17.91 16.76 -12.54 0.26
H 11.82 16.75 -12.19 0.10
C 15.73 24.01 -4.47 -0.95
C 12.06 14.81 -7.75 -0.86
O 17.13 21.74 -7.44 0.06
H 15.42 12.08 -5.96 0.18
C 19.46 8.66 -5.35 -0.60
H 20.54 15.49 -10.58 -0.63
H 11.29 14.40 -8.41 0.65
H 22.49 14.92 -5.70 -0.41
C 17.56 22.99 -8.07 -0.92
H 19.40 7.58 -5.34 0.48
H 11.84 15.87 -7.80 -0.32
H 13.11 23.68 -4.08 0.44
H 19.23 12.09 -15.78 0.48
H 21.77 20.72 -9.66 0.53
H 15.47 23.64 -3.48 0.35
O 13.84 17.52 -4.25 -0.43
C 12.43 24.18 -6.08 -1.28
H 20.62 13.38 -10.99 0.14
H 16.42 21.38 -12.78 0.13
C 10.58 14.19 -5.85 -1.00
O 21.15 15.49 -8.55 -0.09
H 21.30 13.62 -12.62 0.23
H 18.89 21.37 -6.31 0.24
C 15.94 12.77 -13.17 -0.39
C 18.56 17.37 -4.05 -0.02
H 24.47 13.65 -6.54 0.40
C 22.76 13.88 -11.33 0.33
C 14.57 12.89 -9.60 -0.44
O 15.69 19.40 -8.48 -0.12
H 8.54 11.04 -6.88 0.32
O 12.83 19.96 -6.80 0.43
H 15.31 19.18 -12.19 -0.01
C 16.70 11.07 -4.49 -0.79
H 24.52 16.69 -7.54 0.29
C 24.10 13.03 -7.35 -0.03
H 19.49 15.18 -13.28 0.23
C 19.32 11.24 -13.67 -0.97
N 24.57 17.36 -10.67 -0.62
H 19.84 19.73 -2.57 0.34
C 14.26 16.34 -4.88 0.37
O 27.59 10.71 -5.42 -0.30
H 13.54 14.03 -13.68 0.36
H 18.46 22.84 -8.67 0.39
C 15.75 16.29 -5.07 0.41
O 23.51 14.81 -12.10 -0.31
H 17.43 24.67 -10.72 0.42
H 16.96 12.92 -5.43 -0.40
H 18.64 17.18 -11.19 0.09
H 15.74 19.06 -13.96 0.26
C 10.49 18.16 -11.48 -0.42
O 18.29 18.23 -2.88 -0.47
H 21.88 13.23 -6.87 -1.25
H 16.63 21.25 -14.37 0.34
C 19.51 15.48 -12.24 -0.16
H 12.44 18.89 -8.55 0.78
C 21.65 8.67 -4.39 -0.65
H 22.52 9.88 -7.42 0.03
H 15.14 12.08 -13.44 0.36
H 25.49 11.67 -5.51 0.33
H 23.33 16.21 -9.53 -1.08
H 16.09 17.12 -5.69 -0.34
H 25.70 16.26 -8.71 0.48
O 19.30 16.66 -8.98 0.15
H 13.59 25.22 -4.55 0.54
H 19.71 8.85 -6.39 0.26
C 9.30 20.01 -10.84 -0.71

=====

Record 2
145
Properties=species:S:1:pos:R:3:mulliken_charge:R:1 method="wB97M-V/def2-TZVPD" homo_lumo_gap_ev=7.8 e_tot_ha=-7198.747993 smiles="O=C1C=C(O)C(=O)C=C1O.O=C1C=C(O)C(=O)C=C1O.O=C1C=C(O)C(=O)C=C1O.O=C1C=C(O)C(=O)C=C1O.O=C1C=C(O)C(=O)C=C1O.O=C1C=C(O)C(=O)C=C1O.O=C1C=C(O)C(=O)C=C1O.O=C1C=C(O)C(=O)C=C1O.O=C1C=C(O)C(=O)C=C1O.O=C1C=C(O)C(=O)C=C1O.ClC(Cl)(Cl)Cl"
C -19.34 -0.65 -16.75 -0.32
C -17.34 -3.29 -24.17 0.60
C -19.90 -6.08 -18.62 -0.54
C -26.29 -9.03 -22.53 -0.72
C -20.32 -2.52 -15.53 0.46
O -25.06 -7.00 -22.93 -0.66
C -18.97 -13.39 -18.92 0.12
C -14.26 -4.24 -19.50 -0.82
C -19.13 -6.45 -17.49 0.47
O -22.90 -8.14 -21.92 -0.61
C -23.86 -8.88 -22.09 0.35
C -25.17 -8.27 -22.53 0.10
C -23.75 -10.24 -21.65 -0.85
C -20.20 -8.51 -19.06 1.21
C -22.94 -7.73 -14.18 0.14
C -13.50 -5.17 -14.34 1.04
H -18.79 -8.70 -12.88 0.30
O -18.20 -8.18 -16.01 -0.79
C -17.45 -10.72 -23.01 0.68
O -19.31 -9.11 -22.85 -0.24
O -16.67 -9.90 -22.59 -0.57
C -19.33 -8.90 -17.88 -0.95
C -15.66 -4.29 -15.12 -0.72
C -16.20 -4.35 -23.93 0.52
C -15.41 -5.99 -13.17 0.06
H -13.39 -6.73 -12.81 0.47
H -21.88 1.27 -14.93 0.39
Cl -17.74 -13.08 -17.69 -0.09
H -16.36 -3.69 -15.71 0.61
O -20.13 -4.96 -22.65 -0.46
C -17.85 -5.64 -22.83 0.41
H -24.12 -6.78 -22.83 0.35
O -23.06 -12.25 -16.81 -0.67
H -26.43 -9.23 -19.65 0.42
H -22.98 -9.63 -13.10 0.41
C -21.33 -1.81 -14.77 -1.69
H -18.70 -0.11 -17.47 0.59
H -20.08 -5.71 -14.51 0.85
O -17.45 -5.47 -14.16 -0.63
C -19.92 0.73 -20.30 -0.90
C -25.18 -10.26 -18.71 0.06
C -20.53 -1.73 -19.86 0.33
C -15.78 -2.69 -21.44 -0.82
C -20.98 -8.76 -13.17 0.99
C -16.23 -5.25 -14.18 1.01
O -13.58 -3.45 -16.02 -0.57
O -20.54 -9.72 -12.60 -0.66
C -13.64 -3.32 -20.48 0.56
H -21.95 -2.33 -14.10 0.62
H -15.76 -6.20 -22.88 0.57
Cl -18.66 -12.40 -20.37 0.03
H -18.38 -14.76 -24.29 0.36
O -16.17 -6.63 -12.35 -0.63
H -18.09 -7.30 -15.59 -0.01
O -20.08 -2.93 -19.70 1.14
H -25.25 -12.23 -18.04 0.59
C -20.61 -6.61 -14.24 -0.56
H -18.77 -3.72 -16.82 -0.01
H -22.81 -7.83 -17.82 0.99
Cl -18.98 -15.09 -19.43 -0.11
O -21.64 -9.92 -16.44 -0.14
C -22.72 -9.91 -17.28 0.35
O -24.97 -12.25 -21.29 -0.57
C -19.27 -12.67 -24.07 0.86
H -25.88 -12.59 -21.43 0.38
C -22.42 -8.73 -13.45 -0.75
C -24.87 -11.00 -21.65 0.32
H -12.60 -3.58 -15.90 0.35
C -20.32 0.15 -16.00 0.77
C -21.16 1.09 -19.98 0.40
O -18.74 -7.84 -13.30 -0.36
O -18.63 -5.56 -16.87 -0.18
O -26.35 -10.16 -19.33 -0.69
C -17.78 -13.02 -23.90 0.31
O -13.85 -1.47 -21.99 -0.57
C -18.70 -3.49 -23.72 -0.25
C -14.07 -6.06 -13.34 -0.95
O -20.99 -6.80 -20.59 -0.72
O -16.32 -5.03 -18.57 -0.47
H -17.27 -4.83 -18.73 -0.11
C -24.67 -11.34 -18.07 -0.68
H -15.91 -12.26 -23.24 0.40
C -23.40 -11.23 -17.38 0.28
C -16.45 -5.47 -23.26 -1.07
O -27.19 -11.04 -22.08 -0.61
O -12.29 -5.25 -14.51 -0.65
H -16.58 -2.14 -21.96 0.78
Cl -20.54 -12.83 -18.27 -0.01
H -19.19 -3.00 -20.15 -0.50
O -22.25 0.41 -14.62 -0.61
C -19.34 -1.92 -16.49 0.27
C -14.28 -4.22 -15.18 0.10
O -20.69 -9.36 -19.73 -0.26
O -21.67 2.33 -19.95 -0.60
O -17.54 -3.86 -20.56 -0.03
H -19.08 1.41 -20.65 0.37
H -19.23 -9.95 -17.68 0.40
H -17.09 -6.52 -12.58 0.42
H -20.07 -5.05 -18.89 1.00
C -18.94 -4.63 -23.05 0.37
C -18.98 -10.35 -23.24 0.47
O -18.13 -6.64 -22.17 -0.57
H -20.81 -11.12 -24.10 0.45
H -19.49 -2.76 -23.88 0.56
O -22.38 -5.74 -15.45 -0.67
O -18.38 -1.01 -20.53 -0.50
H -18.65 -8.63 -22.38 0.15
O -20.32 1.37 -16.15 -0.69
C -14.45 -2.45 -21.38 0.00
C -19.50 -0.66 -20.26 0.54
C -24.44 -8.94 -18.67 0.67
O -15.02 -3.93 -24.40 -0.59
C -21.81 -1.41 -19.71 -0.88
H -13.61 -4.67 -18.80 0.70
O -18.53 -2.80 -17.07 -0.28
C -15.61 -4.32 -19.46 -0.36
H -22.78 -10.54 -21.25 0.93
C -20.08 -7.64 -13.59 0.21
C -22.00 -6.58 -14.66 0.59
H -27.24 -8.55 -22.69 0.50
C -19.76 -11.29 -23.83 -0.62
C -16.36 -3.63 -20.53 0.64
C -26.19 -10.40 -22.13 0.87
H -15.12 -3.02 -24.78 0.39
O -24.81 -7.98 -19.31 -0.75
C -18.86 -7.91 -17.15 0.22
H -12.91 -1.44 -21.72 0.36
C -16.97 -12.07 -23.42 -0.92
H -22.55 2.17 -19.57 0.35
H -22.60 -2.07 -19.46 0.60
O -24.21 -7.66 -14.61 -0.64
O -17.54 -14.33 -24.14 -0.57
O -23.36 0.32 -19.47 -0.67
H -21.34 -10.77 -16.15 0.28
O -20.06 -13.50 -24.52 -0.65
H -24.33 -6.90 -15.22 0.41
O -17.14 -2.16 -24.58 -0.64
C -21.39 -0.50 -15.10 0.33
H -20.20 -5.77 -22.11 0.12
C -22.22 -0.04 -19.74 0.88
C -23.23 -8.82 -17.86 -0.86
C -20.36 -7.03 -19.46 0.56
O -12.46 -3.20 -20.40 -0.59
H -21.32 -7.67 -20.94 0.02
O -20.20 -3.72 -15.31 0.09